[1]
ORCA calculation (wB97M-V/def2-TZVPD) on a molecular structure, C5H22B3Be2Cl10.

Atoms and positions in Å:
Be: 13.8524 1.6895 -7.0077
Be: 17.6992 0.7795 -8.0147
B: 20.0473 0.9640 -7.2723
H: 19.8393 -0.0701 -7.4998
H: 21.0688 1.0168 -6.9288
H: 19.9545 1.5146 -8.1956
H: 19.3799 1.3147 -6.5004
B: 15.5815 1.5760 -9.0142
H: 16.4178 1.5284 -9.6944
H: 15.4386 0.5910 -8.5977
H: 15.9211 2.1983 -8.2008
H: 14.6747 1.9191 -9.4877
B: 16.1503 1.0061 -5.8400
H: 16.5552 1.9072 -6.2739
H: 15.2499 1.2209 -5.2855
H: 15.9223 0.4021 -6.7046
H: 16.8981 0.5719 -5.1946
C: 16.7311 -0.9154 -2.6918
Cl: 16.5609 0.8485 -2.5311
Cl: 15.2009 -1.9415 -2.8019
H: 17.3233 -1.1255 -3.5825
H: 17.3148 -1.3065 -1.8585
C: 12.1613 -0.2250 -2.7549
Cl: 13.0694 0.2023 -4.3028
Cl: 10.7705 0.8805 -2.5696
H: 11.8069 -1.2555 -2.7768
H: 12.9292 -0.0825 -1.9946
C: 17.7645 -3.8449 -6.3968
Cl: 17.6164 -2.0201 -6.4876
Cl: 18.3876 -4.4920 -7.9227
H: 18.4273 -4.1004 -5.5700
H: 16.7541 -4.2470 -6.3217
C: 20.0769 4.5284 -6.2445
Cl: 18.4685 4.0722 -6.7365
Cl: 20.5851 5.8304 -7.3556
H: 20.1217 4.9579 -5.2436
H: 20.7661 3.6840 -6.2411
C: 15.3950 4.3528 -4.8373
Cl: 15.0455 4.4631 -6.6016
Cl: 14.0728 3.7035 -3.9517
H: 16.2995 3.7489 -4.7641
H: 15.6517 5.2582 -4.2873

As for the LUMO energy: -8.144 eV. Its relative energy (zero: lowest compared OMol25 entry of this formula, charge and spin) is 284.9 kJ/mol. The molecular weight comes out at 487.2 g/mol. As for the total charge: +1.

---

[2]
ORCA calculation (wB97M-V/def2-TZVPD) on 5 unconnected molecules or ions with the total composition C5H22N2O5.

Atoms and positions in Å:
C: 1.6749 0.8617 2.5703
O: 2.6141 -0.1468 2.8002
C: 0.9812 0.5800 1.2269
C: -0.2965 1.3750 0.9659
C: -1.1777 0.5852 0.0050
C: -2.3975 0.1433 0.2595
N: -3.1894 -0.7208 -0.6325
N: 0.7742 -0.8775 1.0537
H: 0.9275 0.8362 3.3724
H: 2.1022 1.8727 2.6337
H: 3.4942 0.0606 2.4738
H: 1.7454 0.7541 0.4528
H: -0.1113 2.2339 0.3160
H: -0.7922 1.6477 1.9188
H: -0.6427 0.5177 -0.9609
H: -2.9241 0.4246 1.1839
H: -4.1782 -0.5172 -0.4345
H: -2.9880 -1.7196 -0.5151
H: -2.9758 -0.4463 -1.5926
H: 0.1054 -1.4020 1.6215
H: 1.6835 -1.3457 1.2526
H: 0.7207 -1.2934 0.1184
H: 3.7216 -2.8535 0.3149
H: 3.4706 -1.2792 0.5905
O: 3.1732 -2.0839 0.1625
H: -0.9921 -2.3506 -2.0645
H: -1.4987 -3.6191 -1.5798
O: -1.3114 -2.7266 -1.2298
H: 1.5342 3.2719 -1.6696
H: 0.0815 3.5610 -1.3619
O: 0.7682 2.8841 -1.2335
H: -1.4402 -0.1700 -4.0468
H: -1.3367 1.2655 -4.3682
O: -1.3202 0.6769 -3.6032

As for the LUMO energy: -5.983 eV. Its relative energy (zero: lowest compared OMol25 entry of this formula, charge and spin) is 106.6 kJ/mol. The molecular weight comes out at 190.2 g/mol. As for the total charge: +2.

---

[3]
ORCA calculation (wB97M-V/def2-TZVPD) on 5 unconnected molecules or ions with the total composition C5H22N2O5.

Atoms and positions in Å:
C: -1.1805 0.2954 1.9785
O: -2.1530 1.0544 2.6721
C: -0.7812 1.1997 0.8000
C: 0.5182 0.8700 0.1166
C: 0.7161 -0.6083 -0.2651
C: 3.1137 -0.5455 -0.7421
N: 2.0998 -1.0857 -0.2230
N: -0.8157 2.6266 1.2730
H: -1.6243 -0.5941 1.5323
H: -0.3647 0.0693 2.6701
H: -2.5765 0.5910 3.4020
H: -1.5915 1.0955 0.0898
H: 1.4364 1.1560 0.6274
H: 0.5806 1.4464 -0.8085
H: 0.3599 -0.8877 -1.2252
H: 0.1435 -1.2327 0.4148
H: 4.0349 -1.0804 -0.6236
H: 3.1328 0.4181 -1.2384
H: 2.1863 -2.1147 0.2626
H: -1.3577 3.2123 0.5936
H: -1.3998 2.5891 2.1294
H: 0.1094 3.0518 1.3111
H: -1.0503 4.2839 -1.6462
H: -1.6611 2.9012 -1.8964
O: -1.2233 3.4367 -1.2162
H: -2.2743 0.8897 -3.2522
H: -0.9460 1.3977 -3.8255
O: -1.3446 1.0207 -3.0325
H: 2.5626 -4.1980 0.1101
H: 1.0756 -3.7869 0.4477
O: 2.0179 -3.4843 0.4620
H: -1.1620 -4.6360 0.2479
H: -0.1451 -5.0359 -0.8574
O: -0.4359 -4.3155 -0.2891

As for the LUMO energy: -6.439 eV. Its relative energy (zero: lowest compared OMol25 entry of this formula, charge and spin) is 0.0 kJ/mol. The molecular weight comes out at 190.2 g/mol. As for the total charge: +2.

---

[4]
ORCA calculation (wB97M-V/def2-TZVPD) on 6 unconnected molecules or ions with the total composition C5H22N2O6.

Atoms and positions in Å:
C: -0.6110 1.5260 -0.7297
N: 0.5299 1.0735 0.0643
C: 1.0173 -0.2340 -0.1245
O: 0.3833 -1.0793 -0.7675
C: -2.1777 1.5589 -0.0248
C: -3.1001 0.6410 -0.8432
N: -1.9483 1.4026 1.4139
C: -3.2320 1.6372 2.0718
H: -0.5645 0.9945 -1.5842
H: -0.4924 2.6682 -0.9729
H: 0.9989 1.6732 0.7671
H: 1.9970 -0.3256 0.2768
H: -2.4730 2.6914 -0.1316
H: -4.1635 0.8001 -0.5392
H: -3.3171 0.8975 -1.8579
H: -2.5943 -0.3870 -0.7180
H: -1.5932 0.4801 1.6505
H: -3.1920 2.6670 2.0848
H: -3.5274 1.1677 2.9952
H: -4.0969 1.3067 1.3684
H: 2.4908 -1.9472 -3.5338
H: 1.4170 -1.7912 -2.3277
O: 2.2610 -1.9356 -2.6174
H: 2.8460 0.5972 -2.9133
H: 1.6587 0.9659 -2.1271
O: 1.9903 1.0588 -2.9709
H: -1.5424 -3.1180 1.6657
H: -1.7453 -1.9904 2.4244
O: -2.1975 -2.7565 2.1682
H: 3.0565 0.3127 2.0195
H: 2.0393 1.0458 2.9869
O: 2.4421 0.9621 2.1580
H: 4.0470 -2.5094 0.1887
H: 2.6252 -3.1300 -0.4526
O: 3.2052 -2.6466 0.3153

As for the LUMO energy (spin up / spin down): -3.022 / -8.552 eV. The multiplicity is 2. Its relative energy (zero: lowest compared OMol25 entry of this formula, charge and spin) is 377.0 kJ/mol. The molecular weight comes out at 206.2 g/mol. As for the total charge: +1.

---

[5]
ORCA calculation (wB97M-V/def2-TZVPD) on 8 unconnected molecules or ions with the total composition C5H22N2O7.

Atoms and positions in Å:
C: -0.9281 -0.0603 1.9743
C: 0.1493 -0.1790 0.9052
C: 1.2193 -1.1958 1.0510
C: 2.4432 -1.3061 0.4501
N: 2.9117 -2.5735 0.8062
C: 2.0409 -3.1397 1.6091
N: 0.9947 -2.3022 1.8031
H: -0.9821 0.9763 2.3441
H: -1.0905 -0.7340 2.8115
H: -1.9005 -0.0176 1.4970
H: -0.3786 -0.2980 -0.0677
H: 0.6704 0.8015 0.7681
H: 2.9964 -0.7206 -0.2525
H: 1.9355 -4.2056 1.7787
H: 0.1283 -2.4022 2.3000
O: 0.2005 1.7087 -2.7111
H: -0.3981 1.8585 -3.4533
H: -0.0184 2.3658 -2.0280
O: -0.9176 3.8958 -1.0141
H: -1.8989 3.9822 -1.0996
H: -0.8618 3.9782 -0.0567
O: -3.4518 3.1813 -0.4400
H: -3.5828 2.2184 -0.6118
H: -3.3750 3.2314 0.5103
O: 3.1034 0.7477 2.7537
H: 2.5305 0.0660 2.3730
H: 3.9771 0.3575 2.6712
O: -1.6327 -1.5533 -1.6984
H: -0.6777 -1.3397 -1.6933
H: -1.7308 -2.1613 -2.4588
O: 0.8629 -0.8839 -2.5602
H: 0.9397 0.0529 -2.3101
H: 0.9074 -0.8513 -3.5288
O: -3.9874 0.5379 -0.6535
H: -3.1922 0.0262 -0.8322
H: -4.4923 0.3846 -1.4552

Its SMILES is CCc1cnc[nH]1.O.O.O.O.O.O.O. As for the LUMO energy: 0.232 eV. Its relative energy (zero: lowest compared OMol25 entry of this formula, charge and spin) is 106.9 kJ/mol. The molecular weight comes out at 222.2 g/mol. As for the total charge: 0.

---

[6]
ORCA calculation (wB97M-V/def2-TZVPD) on 8 unconnected molecules or ions with the total composition C5H22N2O7.

Atoms and positions in Å:
C: -2.6001 -0.6191 1.4587
C: -1.9198 0.5032 2.2938
C: -0.8752 1.2483 1.5334
C: -0.0910 0.9276 0.4597
N: 0.7176 2.0403 0.2094
C: 0.2190 3.0416 0.9900
N: -0.6496 2.5854 1.8354
H: -3.6801 -0.6332 1.6077
H: -2.2829 -1.5734 1.8831
H: -2.3150 -0.4970 0.4194
H: -2.7318 1.1743 2.5492
H: -1.4399 0.2513 3.2441
H: 0.0131 0.0388 -0.1260
H: 0.9977 2.0750 -0.7670
H: 0.5494 4.0678 0.9963
O: 0.0584 -3.0868 1.1996
H: -0.4629 -2.2992 1.3845
H: 0.7547 -2.9668 1.8771
O: 0.5069 0.3322 -2.7542
H: 1.2215 -0.3042 -2.9455
H: -0.3156 0.0010 -3.1363
O: 1.6033 -1.4247 2.3657
H: 2.3829 -1.0166 2.7644
H: 1.8265 -1.3831 1.4139
O: -0.6090 -2.0142 -1.8636
H: -0.0813 -2.2263 -1.0843
H: -1.3450 -2.6272 -1.7721
O: -2.9893 -0.3296 -2.5489
H: -2.2679 -0.3777 -1.9193
H: -3.4175 -1.1956 -2.5696
O: 2.3434 -0.8542 -0.2549
H: 2.9638 -1.5991 -0.1842
H: 2.9135 -0.0902 -0.0904
O: 3.2049 0.7902 -2.6821
H: 2.5745 1.4709 -2.9119
H: 2.9635 0.3620 -1.8485

Its SMILES is CCc1c[nH]cn1.O.O.O.O.O.O.O. As for the LUMO energy: -0.201 eV. Its relative energy (zero: lowest compared OMol25 entry of this formula, charge and spin) is 136.3 kJ/mol. The molecular weight comes out at 222.2 g/mol. As for the total charge: 0.

---

[7]
ORCA calculation (wB97M-V/def2-TZVPD) on 5 unconnected molecules or ions with the total composition C5H22N3O4.

Atoms and positions in Å:
C: -1.9025 0.9966 -1.4952
C: -1.2058 0.1019 -2.5161
C: -0.1610 -0.9064 -2.0211
C: 0.9176 -0.2980 -1.1211
N: 2.1092 -1.2643 -1.0871
C: 2.8841 -1.3613 -0.0175
N: 2.8172 -0.7000 1.0780
N: -2.6666 0.1847 -0.4543
H: -2.5895 1.7208 -1.9273
H: -1.1602 1.6078 -0.9664
H: -0.6772 0.8642 -3.1236
H: -1.9080 -0.2907 -3.2417
H: 0.2289 -1.6027 -2.7673
H: -0.6225 -1.7090 -1.3989
H: 1.3320 0.6301 -1.5429
H: 0.5391 -0.2732 -0.0869
H: 2.2006 -1.6910 -2.0066
H: 3.6874 -2.1181 -0.0820
H: 3.4388 -0.8600 1.8640
H: -3.5881 0.6190 -0.3569
H: -2.8184 -0.7956 -0.6746
H: -2.2726 0.3295 0.5668
H: 0.0220 -2.4013 1.8535
H: -0.7231 -2.5532 3.2027
O: -0.6862 -2.0087 2.3978
H: 0.6885 1.8760 3.8767
H: 0.5399 2.5143 2.4930
O: 0.0753 1.9830 3.1545
H: 2.3745 1.3830 0.0261
H: 1.2342 2.3904 -0.3380
O: 2.0061 2.2496 0.2123
H: -1.1484 1.2627 2.1494
H: -1.3645 -0.3128 2.4739
O: -1.6007 0.4330 1.8767

As for the LUMO energy (spin up / spin down): -6.502 / -11.550 eV. The multiplicity is 2. Its relative energy (zero: lowest compared OMol25 entry of this formula, charge and spin) is 0.0 kJ/mol. The molecular weight comes out at 188.2 g/mol. As for the total charge: +2.

---

[8]
ORCA calculation (wB97M-V/def2-TZVPD) on 6 unconnected molecules or ions with the total composition C5H22NO6S.

Atoms and positions in Å:
C: -0.6342 1.3141 0.8929
N: -1.4673 2.0912 -0.0583
C: -2.2735 1.3232 -1.0141
O: -1.6082 0.6838 -2.0698
C: -1.4344 0.4526 1.9451
C: -0.4903 -0.2699 2.9159
C: 0.5422 -1.2979 2.4288
S: -0.0892 -3.0331 2.2365
H: -0.1667 2.1715 1.4952
H: 0.3055 0.8100 0.5054
H: -0.8728 2.7822 -0.5123
H: -2.8353 0.5638 -0.4652
H: -2.9592 2.0658 -1.4470
H: -2.0738 -0.2937 1.3763
H: -2.1949 1.0257 2.5152
H: -1.2365 -0.7050 3.6135
H: 0.0893 0.4216 3.5598
H: 1.4472 -1.1878 2.9940
H: 0.7247 -1.1084 1.3861
H: 0.0401 -3.3143 0.9168
H: 0.8702 1.1457 -3.2815
H: -0.5594 0.7764 -2.2472
O: 0.8739 1.0705 -2.3242
H: 3.9343 0.4173 -0.4585
H: 2.7457 -0.0034 0.4497
O: 3.6329 0.3740 0.4651
H: 2.9453 0.3459 -2.4447
H: 3.3058 -1.0595 -1.9267
O: 3.7054 -0.2693 -2.3050
H: -2.0470 -0.9507 -1.8672
H: -2.4602 -1.7915 -0.5604
O: -2.3535 -1.8199 -1.5096
H: 0.1991 -1.3470 -1.5672
H: 1.2648 -0.1513 -1.8605
O: 1.1303 -1.2325 -1.7768

As for the LUMO energy: 2.901 eV. Its relative energy (zero: lowest compared OMol25 entry of this formula, charge and spin) is 61.1 kJ/mol. The molecular weight comes out at 224.3 g/mol. As for the total charge: -1.